Entry 1:
Computed, not measured: a single C2H3N3S2 molecule, with ωB97M-V/def2-TZVPD.

Summary:
Highest occupied orbital energy: -8.45 eV
Kohn-Sham gap: 8.697 eV
Relative energy (zero: lowest compared OMol25 entry of this formula, charge and spin): 1.897 eV
DFT total energy: -28260.8721 eV
Charge: 0

```
10
C2H3N3S2, DFT ωB97M-V/def2-TZVPD
C 0.63 -0.26 -0.16
C -0.70 0.25 -0.13
H 2.50 -1.58 0.04
H -1.37 1.99 0.58
H -1.52 -1.94 0.04
N 1.45 0.84 -0.18
N 0.73 1.94 -0.13
N -0.53 1.50 0.07
S 1.07 -1.95 -0.02
S -2.26 -0.78 -0.12
```

natural (NBO) population analysis, charges in e, atoms 1 to 2:
1 C -0.13
2 C 0.01

=====

Entry 2:
Computed, not measured: 26 unconnected molecules or ions with the total composition C6H66NO27, with ωB97M-V/def2-TZVPD.

Summary:
Highest occupied orbital energy: -11.97 eV
Kohn-Sham gap: 9.073 eV
Relative energy (zero: lowest compared OMol25 entry of this formula, charge and spin): 1.893 eV
DFT total energy: -64051.2033 eV
Charge: +1

```
100
C6H66NO27, DFT ωB97M-V/def2-TZVPD
C 0.96 -0.68 4.33
O 0.98 0.21 3.09
C -0.06 0.15 2.08
C 0.06 1.30 1.14
N -0.66 1.02 -0.02
H -1.66 1.01 0.16
H -0.50 1.96 -0.45
C -0.17 -0.16 -0.87
C -0.89 -0.32 -2.19
O -0.29 -1.48 -2.66
C -0.86 -2.06 -3.86
H 1.52 -0.39 5.26
H 1.28 -1.83 4.12
H 0.00 -0.71 4.60
H -1.03 0.06 2.74
H 0.09 -0.79 1.56
H 1.15 1.33 0.78
H -0.25 2.36 1.48
H 0.11 -1.11 -0.35
H 0.89 0.07 -1.31
H -0.82 0.64 -2.79
H -1.91 -0.63 -1.92
H -1.98 -1.87 -3.96
H -0.72 -3.06 -3.82
H -0.17 -1.66 -4.68
O -2.67 -0.39 5.56
H -3.46 -0.92 5.94
H -1.99 -0.67 6.07
O 2.77 -1.38 -4.21
H 3.67 -1.30 -4.02
H 2.54 -1.63 -3.35
O 3.97 -0.49 8.00
H 3.97 -0.37 6.99
H 4.72 -1.29 8.12
O 1.43 1.65 -4.68
H 2.05 1.08 -4.37
H 1.11 1.97 -3.87
O 0.03 -0.21 -6.80
H -0.19 0.19 -7.63
H 0.08 0.26 -5.95
O 2.19 2.36 6.04
H 2.94 2.83 6.32
H 2.33 2.78 5.31
O 3.06 2.96 -0.67
H 3.73 2.78 -1.30
H 3.20 3.86 -0.55
O -0.22 4.19 2.72
H -0.51 5.01 2.22
H -0.16 4.46 3.65
O 0.42 -4.80 4.17
H -0.36 -4.25 4.11
H 0.42 -5.17 5.08
O -1.45 3.75 -0.53
H -0.83 3.76 -1.35
H -2.45 3.81 -0.66
O -2.79 3.13 3.17
H -1.99 3.49 3.20
H -3.29 3.82 2.86
O 3.87 -0.77 2.30
H 3.52 -1.55 2.21
H 4.91 -0.97 2.32
O -4.30 -2.86 -5.85
H -3.45 -3.08 -6.04
H -4.70 -2.27 -6.59
O -4.12 -3.82 -2.97
H -4.37 -4.72 -2.85
H -3.97 -3.78 -3.83
O -2.75 1.54 -4.50
H -3.12 1.05 -5.36
H -3.40 1.38 -3.78
O 1.02 -3.60 -0.14
H 0.14 -3.84 -0.02
H 1.38 -3.46 0.86
O 3.97 2.07 1.90
H 3.88 1.12 2.06
H 3.90 2.31 1.00
O -1.39 -2.93 3.25
H -2.08 -2.62 3.77
H -1.67 -3.55 2.40
O -1.69 -2.45 -6.75
H -0.90 -3.10 -6.68
H -1.47 -1.54 -6.77
O 0.60 3.00 -2.43
H 1.29 2.94 -1.75
H 0.67 3.98 -2.33
O 4.16 0.08 5.03
H 3.43 0.71 5.29
H 4.07 -0.11 4.20
O -4.54 1.06 -2.54
H -5.31 1.62 -2.51
H -4.72 0.19 -2.32
O 1.76 -4.69 -4.15
H 1.23 -4.55 -4.86
H 1.95 -3.76 -4.00
O -3.57 0.51 0.13
H -3.98 0.68 -0.67
H -4.25 0.20 0.71
O 2.37 3.79 3.72
H 2.77 3.23 3.23
H 1.53 3.90 3.27
```

Mulliken population analysis, charges in e, atoms 1 to 2:
1 C -0.28
2 O -0.07

=====

Entry 3:
Computed, not measured: a single C2H6O2S2 molecule, with ωB97M-V/def2-TZVPD.

Summary:
Highest occupied orbital energy (alpha / beta): -6.58 / -9.66 eV
Kohn-Sham gap (alpha / beta): 7.044 / 8.198 eV
Multiplicity: 3
Relative energy (zero: lowest compared OMol25 entry of this formula, charge and spin): 1.051 eV
DFT total energy: -27931.3949 eV
⟨S²⟩: 2.0107
Charge: 0

```
12
C2H6O2S2, DFT ωB97M-V/def2-TZVPD
C -0.70 -0.52 0.07
C 1.59 0.39 1.03
O -0.82 -2.60 1.97
O 1.63 -1.08 -0.96
S 0.75 -2.66 1.94
S 0.98 -1.10 0.31
H -1.36 -1.17 0.79
H -0.87 0.46 0.50
H -1.12 -0.88 -0.79
H 0.76 0.58 1.76
H 2.53 0.29 1.50
H 1.72 1.25 0.38
```

natural (NBO) population analysis, charges in e, atoms 1 to 2:
1 C -0.90
2 C -0.84

=====

Entry 4:
Computed, not measured: a gas-phase ion, C3H6O4 (charge -1), with ωB97M-V/def2-TZVPD.

Summary:
Highest occupied orbital energy (alpha / beta): -1.60 / -4.48 eV
Kohn-Sham gap (alpha / beta): 5.088 / 7.961 eV
Multiplicity: 2
Relative energy (zero: lowest compared OMol25 entry of this formula, charge and spin): 0.955 eV
DFT total energy: -11395.9685 eV
⟨S²⟩: 0.7535
Charge: -1

```
13
C3H6O4, DFT ωB97M-V/def2-TZVPD
H -1.13 0.57 -0.03
C -1.47 2.34 -0.63
O -2.11 2.90 -1.55
O -2.05 1.30 0.06
O 1.16 0.88 -4.37
C 0.96 1.63 -3.19
C 0.06 0.82 -2.27
O -0.06 1.42 -0.99
H 1.68 1.40 -4.99
H 0.49 2.60 -3.41
H 1.92 1.82 -2.67
H 0.49 -0.18 -2.13
H -0.93 0.69 -2.73
```

natural (NBO) population analysis, charges in e, atoms 1 to 2:
1 H 0.49
2 C 0.67

=====

Entry 5:
Computed, not measured: 3 unconnected molecules or ions with the total composition C7H14O2, with ωB97M-V/def2-TZVPD.

Summary:
Highest occupied orbital energy (alpha / beta): -6.29 / -6.36 eV
Kohn-Sham gap (alpha / beta): 6.927 / 6.999 eV
Relative energy (zero: lowest compared OMol25 entry of this formula, charge and spin): 6.469 eV
DFT total energy: -11574.8392 eV
Charge: 0

```
23
C7H14O2, DFT ωB97M-V/def2-TZVPD
C -0.42 -0.28 0.56
C -2.66 0.34 0.68
C -0.66 0.56 -0.51
C -0.49 -1.76 0.48
C 2.31 -0.54 -1.62
C 1.58 0.54 -0.89
C 2.12 1.69 -0.53
O 0.06 0.16 1.74
O -2.92 -0.38 1.85
H 0.39 1.07 1.64
H -2.34 -0.06 2.54
H -3.28 -0.05 -0.13
H -2.75 1.42 0.81
H -0.64 1.63 -0.40
H -1.01 0.13 -1.44
H 0.50 -2.18 0.69
H -1.18 -2.11 1.25
H -0.84 -2.10 -0.49
H 2.33 -1.47 -1.04
H 3.35 -0.27 -1.85
H 1.81 -0.78 -2.57
H 1.56 2.47 -0.02
H 3.16 1.96 -0.76
```

natural (NBO) population analysis, charges in e, atoms 1 to 2:
1 C 0.47
2 C -0.14

=====

Entry 6:
Computed, not measured: a molecular structure, C26H39BIN7O5OsS2, with ωB97M-V/def2-TZVPD.

Summary:
Highest occupied orbital energy (alpha / beta): -13.32 / -13.38 eV
Kohn-Sham gap (alpha / beta): 8.279 / 3.487 eV
Multiplicity: 5
Relative energy (zero: lowest compared OMol25 entry of this formula, charge and spin): 1.779 eV
DFT total energy: -81164.3430 eV
⟨S²⟩: 6.0261
Charge: +2

```
82
C26H39BIN7O5OsS2, DFT ωB97M-V/def2-TZVPD
Os -0.44 0.88 -0.75
C -2.39 -0.84 1.76
C -1.84 -1.56 0.59
C -2.01 -2.91 0.34
C -1.36 -3.17 -0.86
C -1.26 -4.47 -1.56
N -0.82 -2.02 -1.29
N -1.11 -1.02 -0.42
B 0.01 -1.77 -2.56
N -0.70 -0.65 -3.34
N -0.94 0.56 -2.77
C -1.41 1.38 -3.73
C -1.75 2.81 -3.51
C -1.51 0.67 -4.91
C -1.05 -0.61 -4.63
C -0.94 -1.75 -5.57
N 1.39 -1.23 -2.16
N 1.54 0.07 -1.86
C 2.83 0.33 -1.70
C 3.35 1.69 -1.45
C 3.55 -0.85 -1.91
C 2.60 -1.83 -2.19
C 2.82 -3.27 -2.45
H -2.62 -1.57 2.54
H -3.32 -0.34 1.49
H -1.68 -0.12 2.14
H -2.56 -3.60 0.94
H -1.74 -5.24 -0.97
H -0.22 -4.75 -1.71
H -1.74 -4.43 -2.54
H 0.08 -2.75 -3.21
H -1.24 3.19 -2.62
H -2.83 2.92 -3.39
H -1.44 3.38 -4.38
H -1.87 1.03 -5.85
H -1.34 -1.46 -6.54
H -1.50 -2.61 -5.20
H 0.09 -2.06 -5.70
H 2.82 2.18 -0.63
H 3.21 2.29 -2.35
H 4.42 1.65 -1.24
H 4.61 -0.98 -1.87
H 3.88 -3.49 -2.39
H 2.48 -3.54 -3.45
H 2.29 -3.88 -1.73
N -1.84 3.22 3.02
C -1.88 2.72 1.78
O -1.12 1.82 1.41
C -3.07 3.19 0.99
I -3.56 1.83 -0.58
H -1.05 3.04 3.60
H -2.42 4.02 3.26
H -2.85 4.16 0.54
H -3.95 3.27 1.63
C 1.58 5.06 -0.64
S 0.60 3.76 0.12
O -0.56 4.37 0.74
O 1.46 3.05 1.08
O 0.19 2.84 -0.99
H 2.35 5.33 0.07
H 0.93 5.90 -0.82
H 2.01 4.70 -1.56
C -0.72 -3.12 6.15
C -0.19 -2.10 5.21
C -0.08 -0.76 5.59
C 0.35 0.20 4.69
C 0.71 -0.18 3.41
C 0.62 -1.51 3.01
C 0.19 -2.46 3.92
S 1.21 1.11 2.22
C 3.01 1.12 2.56
O 1.11 0.35 0.94
H -1.52 -2.71 6.77
H 0.07 -3.45 6.82
H -1.10 -3.99 5.62
H -0.35 -0.46 6.60
H 0.43 1.24 4.99
H 0.90 -1.77 2.01
H 0.14 -3.49 3.61
H 3.29 0.22 3.09
H 3.24 2.00 3.14
H 3.50 1.18 1.59
```

Mulliken population analysis, charges in e, atoms 1 to 2:
1 Os 2.09
2 C -0.57

=====

Entry 7:
Computed, not measured: a single C5H8O2 molecule, with ωB97M-V/def2-TZVPD.

Summary:
Highest occupied orbital energy: -8.62 eV
Kohn-Sham gap: 9.446 eV
Relative energy (zero: lowest compared OMol25 entry of this formula, charge and spin): 4.474 eV
DFT total energy: -9405.3586 eV
Charge: 0

```
15
C5H8O2, DFT ωB97M-V/def2-TZVPD
C -1.78 0.49 0.63
C -1.43 0.54 -0.66
O -0.23 0.80 -1.23
C 0.92 0.96 -0.42
C 1.60 -0.37 -0.16
O 0.84 -1.13 0.79
C 0.06 -2.05 0.28
H -1.09 0.63 1.45
H -2.82 0.28 0.87
H -2.16 0.36 -1.45
H 0.69 1.48 0.51
H 1.60 1.59 -1.00
H 1.68 -0.95 -1.08
H 2.59 -0.21 0.28
H -0.48 -2.41 1.19
```

natural (NBO) population analysis, charges in e, atoms 1 to 2:
1 C -0.56
2 C 0.17

=====

Entry 8:
Computed, not measured: a gas-phase ion, C7H15N2O (charge +1), with ωB97M-V/def2-TZVPD.

Summary:
Highest occupied orbital energy: -12.54 eV
Kohn-Sham gap: 9.115 eV
Relative energy (zero: lowest compared OMol25 entry of this formula, charge and spin): 1.954 eV
DFT total energy: -12522.7106 eV
Charge: +1

```
25
C7H15N2O, DFT ωB97M-V/def2-TZVPD
C 0.91 3.77 1.07
C 0.08 2.80 0.78
C 0.66 -0.92 0.20
C 2.06 -1.39 0.33
C 0.47 1.55 0.05
C 0.29 0.31 0.96
C -1.44 -1.34 -0.89
N -0.09 -1.57 -0.60
N -1.84 -2.77 -1.52
O -2.29 -1.14 0.15
H 0.60 4.65 1.60
H 1.95 3.74 0.79
H -0.96 2.85 1.08
H 2.22 -1.75 1.34
H 2.28 -2.18 -0.38
H 2.75 -0.56 0.18
H -0.16 1.44 -0.85
H 1.51 1.62 -0.28
H 0.93 0.43 1.83
H -0.75 0.27 1.29
H -1.57 -0.64 -1.73
H -2.74 -2.77 -2.02
H -1.88 -3.42 -0.73
H -1.08 -3.06 -2.14
H -3.07 -0.63 -0.07
```

natural (NBO) population analysis, charges in e, atoms 1 to 2:
1 C -0.36
2 C -0.20

=====

charge of number 4 (C3H6O4)? -1

=====

Which of these has the highest relative energy (zero: lowest compared OMol25 entry of this formula, charge and spin)? C7H14O2